<w>
29
Properties=species:S:1:pos:R:3:lowdin_charge:R:1 method="wB97M-V/def2-TZVPD" orbital_gap_ha=0.3657 smiles=Cc1ccccc1.CC(C)C e_homo_ev=-9.00
C -1.262 -3.398 0.008 -0.048
C -0.778 -2.181 -0.742 -0.288
C 0.561 -2.096 -1.140 -0.055
C -1.615 -1.123 -1.064 -0.078
C 0.969 -1.078 -1.986 -0.094
C -1.205 -0.035 -1.815 -0.090
C 0.104 -0.040 -2.305 -0.109
H -1.710 -4.059 -0.726 0.080
H -2.101 -3.155 0.662 0.075
H 1.240 -2.885 -0.842 0.109
H -2.665 -1.144 -0.786 0.114
H 1.981 -1.019 -2.369 0.103
H -1.769 0.845 -2.076 0.104
H 0.513 0.752 -2.915 0.101
H -0.481 -3.876 0.595 0.078
C 0.467 1.710 0.869 -0.497
C -0.496 0.876 1.682 -0.084
C 0.451 3.209 1.167 -0.089
C 1.884 1.175 1.047 -0.093
H 0.184 1.622 -0.179 0.098
H -0.728 -0.127 1.321 0.058
H 0.609 3.428 2.230 0.080
H 1.182 3.722 0.538 0.077
H -0.552 3.608 1.003 0.071
H 1.895 0.093 0.869 0.071
H 2.602 1.695 0.408 0.073
H 2.266 1.390 2.048 0.077
H -1.431 1.422 1.799 0.075
H -0.115 0.671 2.697 0.084



<x>
29
Properties=species:S:1:pos:R:3:lowdin_charge:R:1 method="wB97M-V/def2-TZVPD" orbital_gap_ha=0.3612 smiles=Cc1ccccc1.CC(C)C e_homo_ev=-8.78
C 2.018 0.720 -2.499 -0.061
C 0.075 -2.158 -0.981 -0.078
C -1.218 -1.852 -1.454 -0.090
C 1.212 -1.432 -1.416 -0.029
C 0.932 -0.248 -2.194 -0.310
C -1.357 -0.726 -2.273 -0.124
C -0.368 0.133 -2.506 -0.108
H 0.128 -2.885 -0.251 0.074
H -2.025 -2.482 -1.313 0.077
H 2.226 -1.754 -1.213 0.109
H -2.411 -0.363 -2.496 0.128
H 2.762 0.061 -2.883 0.068
H 2.231 1.161 -1.506 0.084
H -0.558 1.199 -2.897 0.145
H 1.734 1.555 -3.207 0.099
C -0.257 0.186 2.222 -0.403
C -0.076 1.293 3.269 -0.148
C -1.688 -0.176 1.801 -0.063
C 0.488 0.957 1.038 -0.085
H 0.440 -0.573 2.601 0.128
H -0.634 2.204 3.191 0.074
H -2.280 0.747 1.576 0.100
H -1.483 -0.731 0.892 0.040
H -2.256 -0.744 2.492 0.056
H -0.240 1.289 0.275 0.076
H 0.968 1.914 1.332 0.077
H 1.154 0.291 0.511 0.038
H 0.914 1.422 3.629 0.062
H -0.430 0.991 4.259 0.065



Stability, lowest: <x>



<w>
30
Properties=species:S:1:pos:R:3:lowdin_charge:R:1 method="wB97M-V/def2-TZVPD" orbital_gap_ha=0.4268 smiles="COC(=O)OC.COC(=O)OC.CC#N" e_homo_ev=-10.94
C -1.182 -35.795 -5.108 -0.031
O -0.220 -34.736 -5.163 0.009
C 1.056 -35.111 -5.104 -0.619
O 1.447 -36.240 -4.932 0.093
O 1.808 -34.036 -5.272 0.013
C 3.226 -34.227 -5.199 -0.037
H -0.851 -36.612 -4.476 0.089
H -1.395 -36.127 -6.123 0.098
H -2.089 -35.366 -4.689 0.093
H 3.600 -34.387 -6.209 0.098
H 3.491 -35.056 -4.554 0.067
H 3.631 -33.311 -4.781 0.093
C 4.066 -35.264 1.308 -0.046
O 4.710 -34.738 2.472 0.011
C 5.028 -35.611 3.426 -0.618
O 4.843 -36.798 3.399 0.117
O 5.606 -34.942 4.423 0.008
C 5.995 -35.738 5.529 -0.051
H 3.728 -36.281 1.493 0.087
H 4.764 -35.196 0.479 0.089
H 3.199 -34.640 1.104 0.089
H 5.163 -36.328 5.917 0.097
H 6.319 -35.045 6.300 0.094
H 6.804 -36.423 5.276 0.098
C 2.714 -36.852 -1.856 -0.054
C 2.945 -35.416 -1.875 -0.292
N 3.144 -34.289 -1.868 0.163
H 2.219 -37.152 -2.778 0.065
H 2.113 -37.147 -0.998 0.085
H 3.672 -37.369 -1.790 0.090



<x>
30
Properties=species:S:1:pos:R:3:lowdin_charge:R:1 method="wB97M-V/def2-TZVPD" orbital_gap_ha=0.3416 smiles="O=C([O-])[C@]1(O)[N@@H+](CCO)CCCC1(O)O" e_homo_ev=-8.91
C 1.895 1.366 -1.011 -0.638
C -0.224 -1.746 1.337 -0.172
C 1.261 -1.956 1.084 -0.100
C -0.859 -1.099 0.097 -0.078
C 1.096 0.040 -0.682 -0.275
C 1.912 -0.568 0.830 -0.420
C -1.000 0.936 -1.324 -0.101
C -2.008 1.973 -0.602 -0.196
N -0.285 0.256 -0.335 -0.065
O 1.599 2.313 -0.195 -0.050
O 2.695 1.299 -1.915 0.062
O 1.326 -0.809 -1.806 0.030
O 3.285 -0.671 0.678 0.097
O 1.560 0.341 1.867 0.005
O -1.284 2.745 0.314 -0.052
H -0.768 -2.727 1.424 0.130
H -0.502 -1.193 2.333 0.156
H 1.712 -2.433 1.922 0.109
H 1.547 -2.620 0.231 0.146
H -0.716 -1.808 -0.754 0.148
H -1.965 -0.906 0.451 0.166
H -0.397 1.572 -2.066 0.177
H -1.606 0.197 -1.846 0.134
H -2.451 2.439 -1.479 0.120
H -2.703 1.436 -0.051 0.089
H -0.174 0.820 0.506 0.160
H 1.816 -0.305 -2.476 0.096
H 3.683 0.122 0.920 0.082
H 1.771 1.285 1.587 0.124
H -0.659 3.369 -0.130 0.119



Stability, lowest: <x>



<w>
18
Properties=species:S:1:pos:R:3:lowdin_charge:R:1 method="wB97M-V/def2-TZVPD" orbital_gap_ha=0.0908 e_homo_ev=-16.99 total_charge=+2
In -2.084 0.568 -0.630 1.241
C -3.767 -3.256 0.030 -0.038
O -3.001 -2.269 -0.026 0.081
H -4.135 -3.614 -0.985 0.227
H -2.952 -4.103 0.141 0.327
H -4.508 -3.350 0.833 0.153
C 2.242 1.776 -2.176 0.003
O 2.611 1.669 -0.794 0.060
C 1.660 1.483 0.080 -0.606
O 0.458 1.429 -0.172 -0.121
O 2.212 1.270 1.250 0.054
C 1.349 0.839 2.314 0.001
H 3.187 1.798 -2.704 0.112
H 1.668 2.667 -2.436 0.107
H 1.619 0.918 -2.434 0.094
H 0.855 -0.087 2.014 0.092
H 0.612 1.613 2.517 0.103
H 1.973 0.650 3.179 0.111



<x>
18
Properties=species:S:1:pos:R:3:lowdin_charge:R:1 method="wB97M-V/def2-TZVPD" orbital_gap_ha=0.1129 e_homo_ev=-17.67 total_charge=+2
In 1.021 1.407 2.914 1.147
C 0.262 3.324 -0.929 -0.025
O 0.436 2.670 0.184 0.085
H -0.829 3.440 -1.144 0.194
H 0.629 4.391 -0.766 0.272
H 0.822 2.927 -1.789 0.149
C -2.491 -1.552 0.776 0.014
O -1.287 -2.056 0.209 0.080
C -0.147 -1.474 0.310 -0.574
O 0.132 -0.466 0.950 -0.073
O 0.737 -2.190 -0.376 0.090
C 2.000 -1.676 -0.682 -0.013
H -2.316 -0.786 1.540 0.092
H -3.032 -2.339 1.288 0.115
H -3.068 -1.033 0.014 0.111
H 2.084 -1.523 -1.770 0.126
H 2.838 -2.354 -0.502 0.122
H 2.208 -0.709 -0.228 0.088



Stability, lowest: <x>